1.
ORCA calculation (wB97M-V/def2-TZVPD) on C20H37N2PZr as an isolated structure.

Charge: 0
HOMO energy (alpha / beta): -4.61 / -4.46 eV
HOMO-LUMO gap (alpha / beta): 3.01 / 2.95 eV
2S+1: 1
E: -34879.176 eV

The geometry in XYZ format:
```
61
Properties=species:S:1:pos:R:3:forces:R:3
C -0.016 -1.590 -4.302 0.10 -0.24 -0.24
C -1.356 -1.821 -3.853 0.22 -0.20 0.83
C -1.294 -2.421 -2.550 1.06 0.22 -0.89
C 0.097 -2.573 -2.207 -0.88 0.30 -0.80
C 0.872 -2.063 -3.291 0.08 -0.57 -0.41
Zr -0.020 0.052 -2.314 2.72 -2.54 0.71
C -1.472 1.961 -3.829 -0.64 1.77 -1.37
C -0.559 2.783 -4.571 3.62 -4.40 3.74
C 0.811 2.938 -4.796 -4.49 1.43 -1.40
N 2.352 -0.127 -1.732 -0.65 2.90 -7.06
H -2.133 -2.835 -1.995 0.19 0.41 -0.02
H -2.257 -1.769 -4.469 0.30 0.36 0.32
H 0.470 -3.109 -1.334 -0.02 0.53 -0.37
H 1.966 -2.107 -3.371 -0.78 0.20 0.18
H 0.274 -1.277 -5.322 -0.18 -0.07 0.87
H -2.104 1.154 -4.291 1.19 0.59 -0.27
H 2.197 0.505 -2.502 -0.49 1.84 -2.07
H -2.109 2.265 -2.939 1.26 0.50 -0.86
H 0.964 3.664 -5.577 0.18 0.52 -0.29
H 1.796 2.564 -4.503 -1.05 -0.76 0.83
C -2.104 -1.894 1.523 -0.16 -0.10 -0.02
C -0.691 -1.533 2.009 -0.15 0.21 0.44
C -0.667 -1.376 3.545 0.01 -0.19 -0.01
C 0.207 -2.712 1.619 0.07 -0.24 0.01
P -0.144 0.016 1.105 0.15 0.02 -2.61
N -0.633 -0.103 -0.496 0.74 0.80 2.01
C -0.991 1.561 1.787 0.13 -0.16 0.27
C -0.363 2.064 3.103 -0.19 0.14 0.02
C -0.946 2.670 0.723 -0.10 0.10 -0.12
C -2.475 1.245 2.028 -0.17 0.19 0.01
C 1.734 0.227 1.166 0.30 -0.42 0.50
C 2.444 -0.794 0.331 -0.28 -1.39 1.23
C 2.100 1.607 0.590 -0.09 0.13 0.06
C 2.335 0.056 2.559 0.00 0.50 0.67
H -2.330 -2.928 1.825 0.07 0.25 -0.04
H -2.134 -1.832 0.431 -0.10 -0.04 0.12
H -2.882 -1.246 1.935 0.16 -0.18 -0.10
H -0.948 -2.347 3.985 0.06 0.25 -0.09
H 0.334 -1.125 3.920 -0.32 -0.02 -0.09
H -1.387 -0.634 3.911 0.21 -0.18 -0.09
H 0.203 -2.841 0.531 0.14 0.03 0.34
H 1.235 -2.619 1.982 -0.24 0.05 -0.16
H -0.213 -3.627 2.066 0.02 0.25 -0.09
H 0.658 2.442 2.969 -0.28 -0.18 0.04
H -0.976 2.904 3.467 0.14 -0.19 -0.07
H -0.368 1.293 3.887 0.09 0.25 -0.23
H -1.304 2.267 -0.233 0.04 0.19 0.19
H -1.619 3.485 1.029 0.15 -0.20 0.00
H 0.050 3.095 0.572 -0.24 -0.13 0.04
H -2.925 0.833 1.117 -0.01 0.02 0.21
H -2.643 0.565 2.871 0.05 0.18 -0.28
H -2.994 2.188 2.263 0.12 -0.21 -0.05
H 1.995 -0.584 -0.946 -1.98 -2.38 4.91
H 3.478 -0.505 0.145 -0.16 -0.35 0.28
H 2.255 -1.847 0.477 0.29 -0.06 0.54
H 1.790 2.442 1.223 0.13 -0.10 0.00
H 3.188 1.638 0.465 -0.16 -0.02 0.12
H 1.696 1.704 -0.424 0.06 0.17 0.32
H 1.901 0.742 3.288 0.07 0.02 0.36
H 2.248 -0.974 2.924 -0.01 0.30 -0.11
H 3.409 0.282 2.475 -0.29 -0.08 0.04
```
Positions in Å, forces in eV/Å.

natural (NBO) population analysis, charges in e, atoms 1 to 8: atom 1 (C): -0.432, atom 2 (C): -0.341, atom 3 (C): -0.303, atom 4 (C): -0.324, atom 5 (C): -0.331, atom 6 (Zr): 1.917, atom 7 (C): -0.615, atom 8 (C): 0.162

***

2.
ORCA calculation (wB97M-V/def2-TZVPD) on a 2-piece molecular cluster, C3H6Cl2N2 overall.

Charge: 0
HOMO energy (alpha / beta): -8.12 / -8.11 eV
HOMO-LUMO gap (alpha / beta): 8.73 / 8.73 eV
Energy above the lowest of the compared OMol25 structures with the same formula, charge and spin: 343.4 kJ/mol
2S+1: 1
E: -31228.386 eV

The geometry in XYZ format:
```
13
Properties=species:S:1:pos:R:3:forces:R:3
C 0.854 -0.948 1.314 1.14 -3.87 -1.94
C 0.581 -0.447 -0.025 2.63 -1.02 -0.67
C -1.524 0.754 -0.127 -1.33 1.41 2.25
N 0.998 0.594 -2.062 1.05 1.00 -5.39
N 1.089 0.023 -1.002 -1.68 -3.01 2.93
Cl -2.144 0.310 1.526 0.17 0.26 -1.09
Cl -0.656 2.235 -0.159 0.55 0.73 0.41
H 1.657 -1.805 1.202 -1.31 1.81 0.40
H 1.192 -0.153 1.825 1.61 2.53 2.38
H 0.030 -1.381 1.844 -0.61 -0.12 -0.13
H -1.115 -0.057 -0.590 1.81 -1.96 -0.39
H -2.258 0.886 -0.804 -3.60 0.97 -1.32
H 1.296 -0.010 -2.942 -0.44 1.27 2.56
```
Positions in Å, forces in eV/Å.

natural (NBO) population analysis, charges in e, atoms 1 to 8: atom 1 (C): -0.676, atom 2 (C): 0.181, atom 3 (C): -0.383, atom 4 (N): -0.552, atom 5 (N): -0.027, atom 6 (Cl): -0.065, atom 7 (Cl): 0.024, atom 8 (H): 0.240

***

3.
ORCA calculation (wB97M-V/def2-TZVPD) on a 6-piece molecular cluster, C7H24BrO5 overall.

Charge: -1
HOMO energy: -5.65 eV
HOMO-LUMO gap: 8.94 eV
Energy above the lowest of the compared OMol25 structures with the same formula, charge and spin: 64.8 kJ/mol
2S+1: 1
E: -87929.658 eV

The geometry in XYZ format:
```
37
Properties=species:S:1:pos:R:3:forces:R:3
Br -0.712 0.203 0.391 -0.13 -0.05 -0.16
C 1.742 -2.604 1.621 -0.25 0.59 -0.07
C 2.065 -1.856 2.924 -0.65 -0.95 -1.90
C 3.469 -2.155 3.328 0.17 -0.03 1.14
O 2.000 -0.476 2.748 0.57 0.94 0.52
H 1.928 -3.675 1.704 -0.03 -0.03 0.04
H 2.356 -2.177 0.827 0.20 -0.15 -0.07
H 0.713 -2.418 1.312 -0.11 -0.13 0.06
H 1.349 -2.203 3.670 -0.03 0.01 0.44
H 3.642 -3.225 3.447 -0.04 -0.04 -0.01
H 3.545 -1.683 4.307 0.74 0.03 0.09
H 4.203 -1.745 2.635 -0.14 0.09 -0.01
H 1.234 -0.146 2.272 -0.54 -0.32 -0.33
C -2.475 -0.779 -3.615 -0.18 0.60 0.30
O -1.176 -0.723 -3.073 0.19 -0.52 -1.02
H -2.476 -1.176 -4.629 0.47 -0.36 0.10
H -3.173 -1.355 -3.009 -0.01 -0.21 0.09
H -2.902 0.216 -3.738 -0.10 0.32 0.20
H -1.155 -0.484 -2.143 -0.29 0.19 0.47
C -1.288 3.790 -1.518 -1.05 -0.19 -0.14
O -0.071 3.135 -1.601 1.11 0.46 -0.21
H -1.547 4.055 -0.493 -0.19 -0.06 0.17
H -1.339 4.711 -2.100 0.51 0.01 -0.18
H -2.029 3.111 -1.938 -0.68 0.22 0.18
H -0.131 2.408 -0.977 0.29 -0.48 0.19
C 3.485 0.339 -0.333 -0.37 0.23 0.92
O 2.333 1.194 -0.344 1.59 -0.14 -0.53
H 4.417 0.871 -0.524 -0.31 0.49 -0.48
H 3.634 -0.030 0.682 -0.12 -0.37 0.17
H 3.427 -0.516 -1.007 -0.18 0.04 -0.22
H 1.552 0.636 -0.313 -0.49 -0.19 0.15
C -4.770 0.650 -0.012 0.99 0.22 -0.87
O -3.751 1.658 -0.200 -2.01 0.43 0.42
H -4.491 -0.088 0.741 0.13 -0.13 -0.15
H -5.760 1.025 0.247 0.37 0.92 0.44
H -4.983 0.207 -0.984 0.29 -0.66 -0.05
H -2.865 1.304 -0.305 0.25 -0.78 0.29
```
Positions in Å, forces in eV/Å.

natural (NBO) population analysis, charges in e, atoms 1 to 8: atom 1 (Br): -0.923, atom 2 (C): -0.641, atom 3 (C): 0.108, atom 4 (C): -0.615, atom 5 (O): -0.750, atom 6 (H): 0.190, atom 7 (H): 0.207, atom 8 (H): 0.233